# CH25O15

13 unconnected molecules or ions with the total composition CH25O15 (wB97M-V/def2-TZVPD, OMol25).

Computed properties:
charge = -1
gap between HOMO and LUMO = 9.598 eV
relative energy (zero: lowest compared OMol25 entry of this formula, charge and spin) = 53.9 kcal/mol
E_LUMO = 2.5 eV

Bonds (Å) are listed after each position.
Atoms and positions in Å:
1 C 10.05509 11.11719 -6.50953  O2 1.189, O3 1.326, O4 1.250
2 O 10.57593 11.66303 -5.59032  C1 1.189
3 O 9.18820 11.72995 -7.30476  C1 1.326, H5 0.952
4 O 10.23150 9.90753 -6.76895  C1 1.250
5 H 8.87681 12.52790 -6.89002  O3 0.952
6 O 8.17292 14.47336 -6.31168  H7 0.960, H8 0.962
7 H 7.76111 15.30423 -6.56025  O6 0.960
8 H 8.13396 14.49130 -5.35070  O6 0.962
9 O 8.56592 7.63190 -7.74857  H10 0.957, H11 0.970
10 H 8.70117 7.13347 -8.55431  O9 0.957
11 H 9.48457 7.68236 -7.44033  O9 0.970
12 O 10.19725 10.06178 -9.44221  H13 0.927, H14 0.951
13 H 10.93656 9.50826 -9.51674  O12 0.927
14 H 9.91809 9.94287 -8.54057  O12 0.951
15 O 7.05007 12.90510 -9.48672  H16 0.970, H17 0.956
16 H 7.53005 12.06682 -9.57944  O15 0.970
17 H 7.72786 13.57013 -9.37308  O15 0.956
18 O 11.48568 11.38695 -3.00430  H19 0.969, H20 0.956
19 H 11.21101 12.07053 -2.37542  O18 0.969
20 H 11.15857 11.54647 -3.88880  O18 0.956
21 O 9.17070 13.27889 -3.97306  H22 0.948, H23 0.983
22 H 9.65531 13.59618 -3.22267  O21 0.948
23 H 9.83584 13.20045 -4.69295  O21 0.983
24 O 11.43569 12.66858 -8.82678  H25 0.973, H26 0.970
25 H 10.61339 12.99921 -8.42407  O24 0.973
26 H 11.30394 11.77684 -9.18633  O24 0.970
27 O 6.94018 10.78293 -5.37514  H28 0.944, H29 1.000
28 H 7.73188 11.29656 -5.35379  O27 0.944
29 H 6.44372 11.02235 -6.20913  O27 1.000
30 O 12.94078 10.35448 -7.17236  H31 0.970, H32 0.921
31 H 12.04674 10.60173 -6.88712  O30 0.970
32 H 13.26455 9.53602 -6.90261  O30 0.921
33 O 11.31338 7.49500 -6.93249  H34 0.965, H35 0.979
34 H 11.13196 8.44295 -6.91203  O33 0.965
35 H 12.10836 7.33865 -6.38325  O33 0.979
36 O 10.78935 8.93672 -4.44335  H37 0.950, H38 0.919
37 H 10.66512 9.49326 -5.20271  O36 0.950
38 H 10.61414 8.10536 -4.79449  O36 0.919
39 O 12.72702 13.60025 -6.44591  H40 0.957, H41 0.960
40 H 13.26730 14.00317 -7.12578  O39 0.957
41 H 12.29776 12.87000 -6.89775  O39 0.960